Density functional theory data (wB97M-V/def2-TZVPD) for the molecule C4H5NO2 at a distorted geometry.

Each line ends with the natural charge from an NBO analysis.
Element x y z (Å)
C: -0.56 0.42 -1.99  -0.29
O: -0.81 -0.96 -1.72  -0.36
C: -0.09 -0.89 0.37  0.41
N: -0.22 -1.57 -0.63  -0.11
O: 2.23 -0.12 1.70  -0.52
C: 1.15 0.21 2.12  0.40
C: -0.11 -0.19 1.48  -0.49
H: 0.07 0.96 -1.27  0.20
H: -0.07 0.39 -2.97  0.20
H: -1.53 0.93 -2.06  0.19
H: 1.02 0.80 3.05  0.12
H: -1.09 0.02 1.92  0.25

Properties
Energy, eV: -9809.8134
Relative energy (zero: lowest compared OMol25 entry of this formula, charge and spin), kJ/mol: 434.3
Gap between HOMO and LUMO, hartree: 0.359
SMILES string: CON=C=CC=O
LUMO, eV: -0.2885
Total charge: 0